1.
{"formula": "C4H6O3S", "method": "the ωB97M-V functional and the def2-TZVPD basis", "homo_ev": -9.6, "energy_ev": -21219.7325, "multiplicity": 1, "charge": 0, "smiles": "O=S1(=O)C=CC[C@H]1O", "relative_energy_kj_mol": 313.7, "homo_lumo_gap_ha": 0.3731, "symbols": ["O", "S", "O", "C", "C", "C", "C", "O", "H", "H", "H", "H", "H", "H"], "positions_angstrom": [[-1.826, -0.550, 1.524], [-0.714, 0.281, 1.227], [-0.292, 1.325, 2.161], [-1.064, 1.161, -0.340], [-0.485, 0.568, -1.352], [0.485, -0.566, -1.206], [0.645, -0.827, 0.663], [1.856, -0.612, 1.127], [-1.874, 1.828, -0.247], [-0.582, 0.901, -2.487], [0.033, -1.622, -1.272], [1.488, -0.442, -1.593], [0.206, -1.747, 0.922], [2.126, 0.302, 0.875]], "forces_ev_per_a": [[-1.1, -1.0, 0.4], [1.1, 3.2, -0.6], [0.0, -1.3, -0.6], [0.4, -2.2, 1.7], [1.0, 0.3, -4.0], [-1.3, -2.3, 4.9], [-2.2, 2.2, -4.0], [2.2, 1.2, 0.6], [-0.5, 1.0, -0.3], [-0.2, -0.4, 2.5], [0.7, 1.8, -1.1], [0.0, -0.1, -0.2], [0.1, -1.5, 0.2], [-0.1, -0.9, 0.5]], "mulliken_charge": [-0.611, 1.049, -0.625, -0.463, -0.007, -0.714, -0.389, -0.491, 0.428, 0.245, 0.282, 0.365, 0.556, 0.375]}

=====

2.
{"formula": "C4H6O3S", "method": "the ωB97M-V functional and the def2-TZVPD basis", "homo_ev": [-8.2, -8.2], "energy_ev": -21217.5862, "multiplicity": 1, "charge": 0, "relative_energy_kj_mol": 520.8, "homo_lumo_gap_ha": [0.2800, 0.2799], "symbols": ["C", "C", "C", "C", "O", "O", "O", "S", "H", "H", "H", "H", "H", "H"], "positions_angstrom": [[-2.374, -2.754, 2.515], [0.540, -0.987, 0.256], [0.408, 0.435, 0.089], [0.989, 1.179, -1.158], [-0.932, -0.720, 2.637], [-2.365, -3.784, 3.108], [1.461, -0.207, 0.896], [-0.514, -1.906, 1.898], [-3.215, -2.005, 2.298], [0.811, -1.615, -0.470], [-0.350, 1.011, 0.630], [0.168, 1.350, -1.967], [1.686, 0.515, -1.649], [1.549, 2.107, -0.818]], "forces_ev_per_a": [[0.2, -1.2, -1.2], [-2.7, 1.1, 3.2], [0.6, 1.5, -1.0], [-1.3, -0.1, 0.0], [-0.5, 2.2, 1.2], [-0.1, 2.1, -0.8], [-0.3, 0.4, 0.1], [0.9, -1.4, -0.9], [1.0, -0.6, 0.6], [1.1, -2.7, -2.6], [0.3, -0.5, 0.3], [1.3, 0.2, 1.7], [0.4, -0.1, 0.0], [-1.0, -1.0, -0.6]], "mulliken_charge": [0.156, -0.314, 0.217, -1.116, -0.531, -0.347, -0.374, 0.274, 0.328, 0.454, 0.366, 0.298, 0.319, 0.270]}

=====

3.
{"formula": "C4H6O3SSi", "method": "the ωB97M-V functional and the def2-TZVPD basis", "homo_ev": -7.9, "energy_ev": -29093.3505, "multiplicity": 1, "charge": 0, "relative_energy_kj_mol": 309.8, "homo_lumo_gap_ha": 0.2702, "symbols": ["C", "C", "C", "C", "O", "O", "O", "Si", "S", "H", "H", "H", "H", "H", "H"], "positions_angstrom": [[-0.667, -0.946, -1.348], [-1.557, -0.028, -0.589], [0.629, -0.659, -1.238], [0.740, 0.418, 1.255], [-1.174, -2.057, -1.866], [-2.787, -0.299, -0.626], [1.672, -1.362, -1.760], [0.783, 1.873, 2.513], [1.146, 0.962, -0.211], [-0.457, -2.677, -2.254], [-3.050, -1.114, -1.255], [2.471, -1.002, -1.365], [-0.611, 2.144, 3.045], [1.365, 3.108, 1.867], [1.496, 1.638, 3.832]], "forces_ev_per_a": [[0.2, 1.3, 1.4], [2.1, 0.7, -0.4], [1.6, 2.2, 0.7], [0.3, 1.0, 0.7], [0.8, -3.0, -1.9], [-2.6, -2.7, -1.9], [-0.9, 0.1, 0.1], [-0.1, 0.3, 0.5], [-0.9, -2.5, -0.6], [-1.7, 1.6, 1.0], [0.7, 1.7, 1.6], [0.3, -0.2, 0.0], [0.4, -0.2, -0.7], [-0.2, -0.3, 0.3], [0.0, -0.2, -0.8]], "mulliken_charge": [0.939, -0.696, 0.133, -0.083, -0.618, -0.218, -0.516, 0.410, -0.037, 0.342, 0.338, 0.339, -0.078, -0.146, -0.108]}